[1]
The following is a quantum chemistry calculation of CH4NO2P in the gas phase at a distorted geometry, from the Open Molecules 2025 dataset.

Values from the calculation:
- largest force on an atom (eV/Å) = 4.11
- energy above the lowest of the compared OMol25 structures with the same formula, charge and spin (kcal/mol) = 113.10
- HOMO (eV) = -9.87
- total energy (eV) = -15971.57914
- multiplicity = 1
- gap between HOMO and LUMO (eV) = 10.15
- lowest unoccupied orbital energy (Eh) = 0.0103
- SMILES string = O=[N+]([O-])CP

Atoms and positions in Å:
1 O -2.112 -0.094 0.770
2 N -1.237 0.051 -0.048
3 O -1.227 0.246 -1.241
4 C 0.250 0.258 0.675
5 P 1.591 -0.025 -0.618
6 H 0.123 1.264 1.179
7 H 0.441 -0.454 1.460
8 H 0.736 0.141 -1.678
9 H 1.434 -1.386 -0.500

[2]
The following is a quantum chemistry calculation of 2 unconnected molecules or ions with the total composition CH4NO2PS at a distorted geometry, from the Open Molecules 2025 dataset.

Values from the calculation:
- largest force on an atom (eV/Å) = 3.75
- energy above the lowest of the compared OMol25 structures with the same formula, charge and spin (kcal/mol) = 19.25
- HOMO (eV) = -8.92
- total energy (eV) = -26810.94100
- multiplicity = 1
- gap between HOMO and LUMO (eV) = 8.71
- lowest unoccupied orbital energy (Eh) = -0.0075
- SMILES string = NP=S.O=CO

Atoms and positions in Å:
1 N 0.569 -1.888 0.148
2 P 1.568 -0.505 -0.021
3 S 2.086 -0.519 -1.865
4 H 0.038 -2.311 -0.677
5 H 0.448 -1.958 1.115
6 O -1.444 1.931 -1.773
7 C -1.128 1.105 -0.989
8 O -0.229 1.352 -0.095
9 H -1.590 0.123 -0.939
10 H 0.325 2.119 -0.190

[3]
The following is a quantum chemistry calculation of CH4NO2PS in the gas phase at a distorted geometry, from the Open Molecules 2025 dataset.

Values from the calculation:
- largest force on an atom (eV/Å) = 3.16
- energy above the lowest of the compared OMol25 structures with the same formula, charge and spin (kcal/mol) = 0.00
- HOMO (alpha / beta) (eV) = -5.48 / -9.19
- total energy (eV) = -26809.28552
- multiplicity = 3
- gap between HOMO and LUMO (alpha / beta) (eV) = 6.32 / 6.90
- ⟨S²⟩ = 2.005
- lowest unoccupied orbital energy (alpha / beta) (Eh) = 0.0309 / -0.0840

Atoms and positions in Å:
1 C -0.056 1.904 0.802
2 N -0.011 0.912 -0.098
3 O -1.098 -1.240 -0.862
4 O 1.278 -1.171 -0.680
5 P 0.003 -0.793 0.241
6 S -0.021 3.485 0.428
7 H -0.126 1.564 1.832
8 H 0.067 1.189 -1.076
9 H -1.981 -1.384 -0.526
10 H 2.034 -1.527 -0.215

[4]
The following is a quantum chemistry calculation of a molecular structure, CH4NO2S at a distorted geometry, from the Open Molecules 2025 dataset.

Values from the calculation:
- largest force on an atom (eV/Å) = 2.77
- energy above the lowest of the compared OMol25 structures with the same formula, charge and spin (kcal/mol) = 68.57
- HOMO (eV) = -4.18
- total energy (eV) = -17522.05404
- multiplicity = 1
- gap between HOMO and LUMO (eV) = 8.53
- total charge = -1
- lowest unoccupied orbital energy (Eh) = 0.1600

Atoms and positions in Å:
1 C 0.020 -0.119 0.586
2 N -0.261 1.123 -1.894
3 O 2.064 0.568 -1.023
4 O 0.789 2.457 -0.045
5 S 0.769 1.162 -0.716
6 H 0.233 -1.209 0.438
7 H 0.035 0.285 1.611
8 H -1.040 0.068 0.215
9 H 0.115 0.199 -2.113

[5]
The following is a quantum chemistry calculation of a molecular structure, CH4NO2Si at a distorted geometry, from the Open Molecules 2025 dataset.

Values from the calculation:
- largest force on an atom (eV/Å) = 4.15
- energy above the lowest of the compared OMol25 structures with the same formula, charge and spin (kcal/mol) = 87.08
- HOMO (alpha / beta) (eV) = -4.74 / -4.52
- total energy (eV) = -14562.75101
- multiplicity = 1
- gap between HOMO and LUMO (alpha / beta) (eV) = 8.37 / 8.14
- total charge = -1
- lowest unoccupied orbital energy (alpha / beta) (Eh) = 0.1334 / 0.1329

Atoms and positions in Å:
1 C -0.226 0.879 -0.869
2 N 0.542 0.840 0.174
3 O -0.530 1.699 -1.709
4 O -0.757 -0.409 -0.868
5 Si -0.095 -1.092 0.486
6 H 1.176 2.639 0.314
7 H 1.298 -1.527 0.347
8 H -0.843 -2.386 0.328
9 H -0.565 -0.644 1.798

[6]
The following is a quantum chemistry calculation of a gas-phase ion, CH4NO3 (charge -1) at a distorted geometry, from the Open Molecules 2025 dataset.

Values from the calculation:
- largest force on an atom (eV/Å) = 3.28
- energy above the lowest of the compared OMol25 structures with the same formula, charge and spin (kcal/mol) = 91.90
- HOMO (eV) = -3.67
- total energy (eV) = -8732.95760
- multiplicity = 1
- gap between HOMO and LUMO (eV) = 8.34
- total charge = -1
- lowest unoccupied orbital energy (Eh) = 0.1715
- SMILES string = [O-][C@H](O)NO

Atoms and positions in Å:
1 O -0.050 1.251 -0.537
2 C 0.094 -0.024 -0.691
3 O -1.153 -0.583 -1.009
4 N 0.394 -0.771 0.761
5 O 0.130 0.226 1.717
6 H 0.860 -0.220 -1.515
7 H -1.844 -0.052 -0.651
8 H 1.349 -0.893 0.765
9 H 0.220 1.065 1.160

[7]
The following is a quantum chemistry calculation of 2 unconnected molecules or ions with the total composition CH4NO3, from the Open Molecules 2025 dataset.

Values from the calculation:
- largest force on an atom (eV/Å) = 0.54
- energy above the lowest of the compared OMol25 structures with the same formula, charge and spin (kcal/mol) = 4.73
- HOMO (eV) = -4.19
- total energy (eV) = -8736.73751
- multiplicity = 1
- gap between HOMO and LUMO (eV) = 8.49
- total charge = -1
- lowest unoccupied orbital energy (Eh) = 0.1579

Atoms and positions in Å:
1 N 1.181 -0.169 -0.759
2 C -0.137 0.012 -1.321
3 O -1.069 -0.633 -0.765
4 O -0.188 0.758 -2.316
5 H 1.739 0.664 -0.890
6 H 1.210 -0.517 0.185
7 H -1.629 0.138 2.162
8 H -0.422 -0.245 1.399
9 O -0.684 -0.009 2.305

[8]
The following is a quantum chemistry calculation of 2 unconnected molecules or ions with the total composition CH4NO3 at a distorted geometry, from the Open Molecules 2025 dataset.

Values from the calculation:
- largest force on an atom (eV/Å) = 6.34
- energy above the lowest of the compared OMol25 structures with the same formula, charge and spin (kcal/mol) = 12.29
- HOMO (eV) = -4.37
- total energy (eV) = -8736.40964
- multiplicity = 1
- gap between HOMO and LUMO (eV) = 8.81
- total charge = -1
- lowest unoccupied orbital energy (Eh) = 0.1632

Atoms and positions in Å:
1 N 1.127 0.310 -0.208
2 C -0.060 0.422 -1.129
3 O -1.069 -0.179 -0.785
4 O 0.138 1.114 -2.182
5 H 1.883 0.721 -0.504
6 H 1.306 -0.567 0.193
7 H -0.795 -0.162 2.032
8 H -1.291 -0.760 0.804
9 O -1.240 -0.898 1.781

[9]
The following is a quantum chemistry calculation of CH4NO3P in the gas phase at a distorted geometry, from the Open Molecules 2025 dataset.

Values from the calculation:
- largest force on an atom (eV/Å) = 4.40
- energy above the lowest of the compared OMol25 structures with the same formula, charge and spin (kcal/mol) = 150.08
- HOMO (alpha / beta) (eV) = -7.83 / -7.83
- total energy (eV) = -18018.30959
- multiplicity = 1
- gap between HOMO and LUMO (alpha / beta) (eV) = 7.83 / 7.83
- lowest unoccupied orbital energy (alpha / beta) (Eh) = -0.0001 / -0.0001
- SMILES string = [O-][N@+]1(O)CP1O

Atoms and positions in Å:
1 O -1.064 -1.047 -1.521
2 N -0.426 -0.216 -0.751
3 O -0.959 1.074 -0.590
4 C 0.949 -0.323 -0.478
5 P 0.272 -1.080 1.088
6 O 0.494 0.227 2.085
7 H -1.904 0.949 -0.692
8 H 1.423 -0.889 -1.139
9 H 1.405 0.649 -0.581
10 H -0.190 0.655 2.578

[10]
The following is a quantum chemistry calculation of a molecular structure, CH4NO3S at a distorted geometry, from the Open Molecules 2025 dataset.

Values from the calculation:
- largest force on an atom (eV/Å) = 2.95
- energy above the lowest of the compared OMol25 structures with the same formula, charge and spin (kcal/mol) = 81.73
- HOMO (alpha / beta) (eV) = -3.11 / -3.11
- total energy (eV) = -19567.18806
- multiplicity = 1
- gap between HOMO and LUMO (alpha / beta) (eV) = 7.32 / 7.32
- total charge = -1
- lowest unoccupied orbital energy (alpha / beta) (Eh) = 0.1548 / 0.1548

Atoms and positions in Å:
1 C 1.103 -0.048 -0.879
2 N -1.714 -0.731 0.251
3 O 1.278 0.179 1.722
4 O -0.191 1.801 0.507
5 O -2.303 -1.639 0.916
6 S 0.195 0.422 0.744
7 H 0.686 0.433 -1.685
8 H 2.025 0.495 -0.911
9 H 1.223 -1.060 -1.052
10 H -2.303 0.148 0.387